(1)
Here is a molecular structure, C16H16BO2SbSe4V at a distorted geometry from the Open Molecules 2025 dataset. Energies are from ωB97M-V with the def2-TZVPD basis set.

Geometry as XYZ:
```
41
Properties=species:S:1:pos:R:3:nbo_charge:R:1
V -0.81 -1.75 -0.64 0.01
Se -3.01 -5.71 -1.87 -0.65
Sb -1.03 -4.48 -1.33 1.02
Se -1.55 -3.11 0.95 -0.15
Se -0.79 -2.40 -2.88 -0.30
Se 1.02 -5.71 -1.08 -0.67
O -1.79 1.24 -0.51 -0.65
B -1.98 -0.14 -0.43 0.83
O -3.36 -0.41 -0.52 -0.67
C -3.98 0.80 -0.68 0.30
C -5.32 1.07 -0.84 -0.27
C -5.67 2.41 -1.01 -0.22
C -4.71 3.42 -1.01 -0.23
C -3.36 3.13 -0.84 -0.24
C -3.02 1.81 -0.68 0.21
H -6.07 0.29 -0.85 0.23
H -6.71 2.67 -1.15 0.21
H -5.03 4.44 -1.15 0.21
H -2.61 3.90 -0.84 0.22
C 2.93 -2.18 -0.21 -0.60
C 2.04 -1.20 0.57 -0.18
C 1.74 -1.80 1.95 -0.59
C 0.80 -1.01 -0.28 -0.33
C 2.70 0.16 0.77 0.01
C 4.00 0.45 0.34 -0.22
C 4.55 1.71 0.53 -0.21
C 3.81 2.72 1.13 -0.23
C 2.52 2.45 1.55 -0.23
C 1.97 1.19 1.37 -0.15
H 2.44 -3.15 -0.28 0.25
H 3.89 -2.34 0.30 0.20
H 3.12 -1.82 -1.22 0.21
H 1.31 -2.79 1.84 0.23
H 1.05 -1.18 2.51 0.21
H 2.67 -1.90 2.52 0.20
H 0.98 -0.29 -1.09 0.21
H 4.60 -0.32 -0.13 0.22
H 5.56 1.90 0.20 0.20
H 4.24 3.70 1.26 0.20
H 1.93 3.23 2.03 0.21
H 0.96 0.99 1.70 0.21
```

Summary:
LUMO = 1.694 eV
Kohn-Sham gap = 6.52 eV
total charge = -1

(2)
Here is 4 unconnected molecules or ions with the total composition C12H24O4 at a distorted geometry from the Open Molecules 2025 dataset. Energies are from ωB97M-V with the def2-TZVPD basis set.

Geometry as XYZ:
```
40
Properties=species:S:1:pos:R:3:nbo_charge:R:1
C -30.48 -9.18 -12.63 -0.72
C -29.86 -10.04 -13.71 0.60
O -30.16 -10.01 -14.86 -0.54
C -28.59 -10.84 -13.38 -0.72
H -31.18 -8.48 -13.10 0.24
H -29.70 -8.51 -12.28 0.23
H -30.96 -9.76 -11.84 0.24
H -28.15 -10.40 -12.49 0.21
H -27.83 -10.94 -14.16 0.23
H -28.76 -11.88 -13.12 0.23
C -23.60 -6.66 -12.03 -0.68
C -22.77 -7.09 -10.79 0.64
O -22.42 -6.31 -9.93 -0.05
C -22.37 -8.58 -10.79 -0.68
H -23.10 -5.86 -12.56 0.28
H -24.66 -6.47 -11.86 0.31
H -23.69 -7.51 -12.71 0.28
H -21.78 -9.00 -9.98 0.28
H -21.72 -8.74 -11.65 0.32
H -23.27 -9.18 -10.99 0.29
C -26.41 -9.08 -16.45 -0.72
C -25.78 -8.39 -15.25 0.60
O -26.39 -8.40 -14.14 -0.58
C -24.39 -7.76 -15.42 -0.74
H -26.02 -8.56 -17.33 0.22
H -27.49 -9.12 -16.34 0.27
H -26.02 -10.10 -16.52 0.25
H -24.15 -7.78 -16.48 0.23
H -23.58 -8.31 -14.94 0.24
H -24.15 -6.77 -15.04 0.23
C -19.83 -5.85 -13.56 -0.73
C -20.42 -7.04 -14.37 0.63
O -20.77 -8.10 -13.86 -0.60
C -20.55 -6.80 -15.98 -0.72
H -18.87 -5.79 -14.07 0.25
H -19.58 -6.17 -12.55 0.23
H -20.48 -4.98 -13.60 0.24
H -21.04 -7.69 -16.38 0.24
H -19.51 -6.79 -16.30 0.24
H -21.08 -5.89 -16.25 0.23
```

Summary:
2S+1 = 2
LUMO (alpha / beta) = -5.249 / -9.103 eV
Kohn-Sham gap (alpha / beta) = 5.89 / 2.04 eV
total charge = +1

(3)
Here is C4H10O in the gas phase from the Open Molecules 2025 dataset. Energies are from ωB97M-V with the def2-TZVPD basis set.

Geometry as XYZ:
```
15
Properties=species:S:1:pos:R:3:nbo_charge:R:1
C 1.97 0.13 -0.12 -0.61
C 0.65 -0.64 0.00 -0.41
C -0.55 0.30 -0.06 0.10
C -1.88 -0.43 -0.15 -0.62
O -0.52 1.08 1.14 -0.73
H 1.94 1.02 0.53 0.21
H 2.14 0.46 -1.15 0.20
H 2.82 -0.48 0.18 0.21
H 0.57 -1.39 -0.79 0.20
H 0.60 -1.17 0.96 0.21
H -0.44 0.96 -0.93 0.15
H -1.91 -1.08 -1.04 0.21
H -2.03 -1.05 0.74 0.21
H -2.71 0.28 -0.22 0.21
H -0.63 2.01 0.92 0.47
```

Summary:
SMILES = CC[C@@H](C)O
LUMO = 0.998 eV
Kohn-Sham gap = 11.26 eV

(4)
Here is a molecular structure, C49H55BaN11O2P2Se2 at a distorted geometry from the Open Molecules 2025 dataset. Energies are from ωB97M-V with the def2-TZVPD basis set.

Geometry as XYZ:
```
122
Properties=species:S:1:pos:R:3:lowdin_charge:R:1
Ba 12.52 11.16 22.73 1.88
N 12.19 13.25 25.87 0.13
C 12.96 12.19 26.26 -0.49
N 13.33 12.19 27.54 0.17
C 13.72 10.99 28.02 -0.38
N 13.89 10.87 29.37 0.19
N 14.15 9.91 27.29 0.17
C 13.94 10.15 25.98 -0.26
N 13.14 11.13 25.46 -0.01
C 14.50 9.04 25.13 -0.23
C 15.00 7.87 25.72 0.02
C 15.60 6.84 24.92 0.00
C 15.76 7.16 23.56 -0.04
C 15.23 8.34 23.07 -0.13
N 14.55 9.25 23.79 -0.02
H 12.15 14.09 26.51 0.15
H 12.19 13.55 24.83 0.06
H 13.53 11.52 30.02 0.10
H 14.30 10.01 29.72 0.12
H 14.65 7.77 26.74 0.10
H 15.75 5.80 25.26 0.13
H 16.19 6.40 22.85 0.09
H 15.30 8.65 22.06 0.09
C 20.45 2.58 22.43 -0.14
N 19.85 3.72 21.60 -0.51
P 18.16 4.10 21.81 0.94
C 17.27 2.51 22.22 -0.31
C 16.36 1.81 21.31 -0.13
C 15.69 0.71 21.71 -0.10
C 16.21 -0.06 22.83 -0.04
C 17.40 0.40 23.44 -0.10
C 17.63 1.73 23.37 -0.16
C 17.69 4.38 20.12 -0.43
C 17.84 3.32 19.13 -0.09
C 17.28 3.60 17.86 -0.08
C 16.86 4.88 17.42 -0.08
C 17.00 5.91 18.33 -0.11
C 17.37 5.71 19.68 -0.10
P 20.96 4.84 20.73 0.99
C 22.20 3.78 20.00 -0.40
C 23.41 3.39 20.62 -0.10
C 24.27 2.49 19.97 -0.08
C 23.96 2.01 18.69 -0.07
C 22.69 2.34 18.13 -0.10
C 21.83 3.15 18.80 -0.14
C 21.76 5.82 21.94 -0.41
C 22.99 6.47 21.63 -0.08
C 23.69 7.11 22.71 -0.10
C 23.18 7.26 23.95 -0.10
C 21.94 6.66 24.20 -0.11
C 21.27 5.92 23.27 -0.11
H 19.87 1.69 22.26 0.04
H 20.41 2.76 23.57 0.09
H 21.48 2.29 22.08 0.08
H 16.08 2.24 20.36 0.08
H 14.85 0.25 21.15 0.11
H 15.79 -1.05 22.79 0.10
H 17.98 -0.26 24.06 0.11
H 18.13 2.25 24.23 0.12
H 18.15 2.31 19.46 0.12
H 17.20 2.84 17.14 0.08
H 16.57 5.05 16.39 0.10
H 16.75 6.92 17.97 0.10
H 17.38 6.54 20.42 0.09
H 23.73 3.78 21.62 0.12
H 25.17 2.29 20.53 0.10
H 24.69 1.69 17.91 0.12
H 22.34 1.82 17.16 0.13
H 20.78 3.29 18.39 0.11
H 23.39 6.52 20.63 0.11
H 24.64 7.57 22.39 0.11
H 23.78 7.79 24.73 0.12
H 21.48 6.80 25.17 0.10
H 20.43 5.33 23.56 0.07
O 14.37 11.18 20.74 -0.30
H 14.07 11.77 19.99 -0.04
H 15.15 11.58 21.19 0.07
O 10.49 10.09 21.42 -0.38
N 9.47 9.86 20.73 -0.05
Se 12.66 13.78 19.78 0.58
C 12.78 14.04 21.62 -0.90
N 12.99 13.95 22.79 -0.12
C 10.54 13.81 16.93 -0.13
C 9.02 13.54 16.85 -0.22
C 8.55 12.39 17.83 -0.15
C 8.55 11.11 16.99 -0.15
N 7.83 9.98 17.63 0.00
C 8.33 9.06 18.57 -0.50
Se 10.13 8.72 19.05 1.13
N 7.28 8.32 19.04 -0.03
C 7.46 7.29 20.11 -0.16
C 7.35 5.84 19.66 -0.18
C 6.89 4.87 20.78 -0.23
C 8.12 4.07 21.38 -0.10
C 6.09 8.65 18.41 -0.14
C 4.81 8.23 18.62 0.00
C 3.79 8.92 17.96 -0.05
C 4.09 9.97 17.16 -0.07
C 5.37 10.40 16.81 0.04
C 6.42 9.76 17.51 -0.07
H 10.93 14.60 17.70 0.05
H 10.92 14.11 16.00 0.05
H 11.14 12.94 17.25 0.04
H 8.77 13.23 15.84 0.10
H 8.42 14.41 17.03 0.10
H 7.51 12.77 18.26 0.16
H 9.31 12.25 18.60 0.09
H 9.54 10.67 16.82 0.11
H 8.13 11.17 15.98 0.14
H 6.71 7.67 20.85 0.15
H 8.49 7.55 20.53 0.07
H 8.37 5.46 19.35 0.13
H 6.61 5.88 18.83 0.12
H 6.29 4.04 20.40 0.10
H 6.30 5.45 21.49 0.10
H 8.42 3.32 20.65 0.07
H 7.87 3.58 22.36 0.08
H 9.06 4.75 21.47 0.09
H 4.66 7.21 19.06 0.14
H 2.75 8.64 18.23 0.14
H 3.28 10.52 16.65 0.14
H 5.53 11.23 16.17 0.11
```

Summary:
LUMO (alpha / beta) = -7.848 / -7.849 eV
Kohn-Sham gap (alpha / beta) = 2.19 / 2.19 eV
total charge = +2

(5)
Here is 2 unconnected molecules or ions with the total composition C6H10N2O from the Open Molecules 2025 dataset. Energies are from ωB97M-V with the def2-TZVPD basis set.

Geometry as XYZ:
```
19
Properties=species:S:1:pos:R:3:nbo_charge:R:1
C 2.25 -1.21 -0.54 -0.23
C -1.12 -1.20 0.13 0.31
C -1.19 1.22 0.12 0.35
N -1.91 2.33 0.04 -0.69
C -1.78 -0.06 -0.07 -0.45
C 0.26 1.37 0.19 -0.02
C -0.67 -2.38 0.41 -0.47
O 1.15 -0.66 -1.18 -0.84
N 0.78 2.25 0.95 -0.62
H -2.90 2.33 -0.14 0.40
H -1.45 3.21 0.24 0.43
H 1.79 2.31 0.78 0.35
H -2.81 -0.12 -0.42 0.23
H 0.79 0.52 -0.52 0.33
H 1.98 -2.03 0.16 0.11
H 2.83 -0.48 0.05 0.13
H 2.95 -1.66 -1.27 0.16
H -0.92 -2.86 1.36 0.24
H -0.01 -2.89 -0.28 0.27
```

Summary:
LUMO (alpha / beta) = -0.873 / -0.874 eV
Kohn-Sham gap (alpha / beta) = 6.41 / 6.41 eV

(6)
Here is CH6OP2 in the gas phase at a distorted geometry from the Open Molecules 2025 dataset. Energies are from ωB97M-V with the def2-TZVPD basis set.

Geometry as XYZ:
```
10
Properties=species:S:1:pos:R:3:nbo_charge:R:1
O 0.26 1.55 -0.29 -0.71
C 0.14 0.40 0.45 -0.36
P -1.81 0.05 0.62 0.23
P 0.89 -1.04 -0.56 0.26
H 1.11 1.36 -0.58 0.47
H 0.53 0.55 1.51 0.20
H -1.86 -0.89 1.73 -0.01
H -2.01 -0.88 -0.47 -0.02
H 2.17 -0.47 -0.52 -0.05
H 0.58 -0.62 -1.89 -0.01
```

Summary:
SMILES = OC(P)P
LUMO = 0.821 eV
Kohn-Sham gap = 10.00 eV

The records above give, respectively, relative energy (zero: lowest compared OMol25 entry of this formula, charge and spin) values of 1.0130, 0.5600, 0.1799, 2.3501, 5.3318, 2.2098 eV.